C7H13N2O3PS | wB97M-V/def2-TZVPD

```
! wB97M-V def2-TZVPD RIJCOSX def2/J DEFGRID3
* xyz 0 1
C -2.5811 0.7756 -0.7772
C -0.8952 -1.4873 -0.7636
C -0.6709 3.1890 0.6110
C 3.7944 -0.4645 -1.1101
C -2.8179 -1.9611 1.1468
C -0.5099 1.9008 -0.1517
C 2.7201 -1.0165 -0.1461
N -3.3143 -0.1795 -0.6559
N -1.6168 1.4747 -1.0465
O 0.4199 -1.4085 1.6022
O -0.2601 0.8535 0.7783
O 1.4187 -0.4721 -0.6122
P 0.1332 -0.6580 0.3407
S -2.5059 -1.7975 -0.5861
H -1.6631 3.3372 1.1001
H -0.2477 3.0547 1.5960
H -0.3639 3.9800 -0.1044
H 3.6722 -0.6342 -2.1661
H 3.7005 0.6117 -1.0853
H 4.7508 -0.6409 -0.6681
H -1.8190 -1.8341 1.6482
H -3.3176 -2.9095 1.3895
H -3.6206 -1.1849 1.3726
H 0.4494 1.8731 -0.8555
H -0.4797 -1.5790 -1.7025
H 2.9358 -0.7936 0.8870
H 2.6889 -2.0291 -0.0410
*
```

Calculated values
Energy in a.u.: -1349.24667
Relative energy (zero: lowest compared OMol25 entry of this formula, charge and spin) in kcal per mole: 29.7
Highest occupied orbital energy in eV: -8.7
Kohn-Sham gap in eV: 9.06